[1]
{
  "formula": "C2H8SSi",
  "method": "ωB97M-V with the def2-TZVPD basis set",
  "lumo_energy_ha": -0.0145,
  "orbital_gap_ev": 8.072,
  "elements": ["C", "C", "Si", "S", "H", "H", "H", "H", "H", "H", "H", "H"],
  "positions_angstrom": [[-0.234, 1.851, -0.151], [-0.365, -1.551, 0.024], [0.195, 0.240, 0.710], [2.985, -0.159, -0.051], [-0.383, 2.614, 0.502], [0.728, 1.995, -0.766], [-1.064, 1.937, -0.877], [0.227, -2.359, 0.293], [-1.296, -1.520, 0.544], [-0.556, -1.728, -1.043], [-0.244, 0.313, 2.189], [2.375, -0.039, -1.227]],
  "forces_ev_per_angstrom": [[1.6, -2.2, -3.3], [-0.4, 3.1, -0.7], [1.3, -2.0, -1.0], [-2.4, 0.6, 1.2], [0.0, 2.2, 2.1], [-1.4, 0.3, 0.9], [0.3, -0.7, 0.3], [1.2, -1.2, 1.2], [-1.1, -0.8, 0.4], [0.0, 0.8, 0.2], [0.7, -0.1, -0.9], [0.0, 0.0, -0.4]]
}

[2]
{
  "formula": "C12H11BS",
  "method": "ωB97M-V with the def2-TZVPD basis set",
  "smiles": "SB(c1ccccc1)c1ccccc1",
  "lumo_energy_ha": 0.0189,
  "orbital_gap_ev": 9.623,
  "elements": ["S", "B", "C", "C", "C", "C", "C", "C", "C", "C", "C", "C", "C", "C", "H", "H", "H", "H", "H", "H", "H", "H", "H", "H", "H"],
  "positions_angstrom": [[-1.831, 1.699, 1.945], [-0.957, 0.682, 0.809], [-1.525, -0.572, 0.102], [-1.901, -1.710, 0.823], [-2.339, -2.851, 0.178], [-2.429, -2.880, -1.203], [-2.081, -1.759, -1.936], [-1.624, -0.625, -1.290], [0.850, 1.108, 0.501], [1.188, 2.377, 0.064], [2.512, 2.687, -0.202], [3.497, 1.735, -0.004], [3.156, 0.470, 0.447], [1.830, 0.149, 0.686], [-0.844, 2.542, 2.236], [-1.834, -1.697, 1.903], [-2.613, -3.724, 0.755], [-2.771, -3.774, -1.705], [-2.155, -1.768, -3.014], [-1.348, 0.248, -1.868], [0.423, 3.129, -0.086], [2.772, 3.672, -0.563], [4.532, 1.977, -0.204], [3.930, -0.269, 0.609], [1.564, -0.844, 1.019]],
  "forces_ev_per_angstrom": [[-0.6, 0.0, 0.1], [4.0, 0.6, -0.7], [-0.2, -0.2, 0.1], [0.1, 0.3, 0.1], [0.0, -0.2, 0.0], [0.0, -0.1, 0.0], [0.0, 0.1, -0.1], [0.1, 0.2, 0.1], [-4.0, -0.7, 0.5], [0.0, 0.1, 0.0], [0.0, 0.1, 0.0], [0.1, 0.0, 0.0], [0.2, -0.1, 0.1], [0.0, 0.0, 0.0], [0.3, 0.1, 0.1], [0.0, 0.0, 0.1], [0.0, 0.0, 0.0], [0.0, -0.1, 0.0], [0.0, 0.0, -0.1], [0.1, 0.0, -0.1], [0.0, 0.0, 0.0], [0.0, 0.1, 0.0], [0.1, 0.0, 0.0], [0.0, 0.0, 0.0], [0.0, -0.1, 0.0]]
}

[3]
{
  "formula": "C10H24N2P",
  "method": "ωB97M-V with the def2-TZVPD basis set",
  "lumo_energy_ha": [-0.1540, -0.2642],
  "multiplicity": 3,
  "total_charge": 1,
  "orbital_gap_ev": [6.400, 4.760],
  "elements": ["C", "C", "C", "C", "C", "C", "C", "C", "C", "C", "N", "N", "P", "H", "H", "H", "H", "H", "H", "H", "H", "H", "H", "H", "H", "H", "H", "H", "H", "H", "H", "H", "H", "H", "H", "H", "H"],
  "positions_angstrom": [[-4.311, -0.433, -0.567], [2.306, 2.922, 0.299], [2.721, -2.032, 0.825], [3.471, -1.038, -1.278], [1.016, -1.293, -0.942], [-5.776, -1.321, 1.068], [2.341, 0.302, 0.607], [0.020, 1.822, 0.362], [1.512, 1.623, -0.063], [2.370, -0.981, -0.171], [-3.882, 0.493, -1.363], [-5.381, -0.207, 0.150], [-0.709, 0.291, 1.280], [2.860, 2.993, 1.141], [1.689, 3.774, 0.042], [3.108, 2.950, -0.325], [2.009, -2.269, 1.641], [2.906, -2.881, 0.224], [3.591, -1.809, 1.243], [4.400, -1.479, -0.960], [3.102, -1.666, -2.076], [3.609, -0.110, -1.807], [0.895, -2.234, -1.452], [0.122, -1.328, -0.308], [0.982, -0.528, -1.707], [-6.054, -2.222, 0.540], [-6.642, -1.102, 1.658], [-4.916, -1.459, 1.635], [1.855, 0.150, 1.651], [3.332, 0.492, 0.696], [-0.209, 2.630, 1.069], [-0.626, 1.947, -0.463], [1.499, 1.483, -1.165], [-4.541, 1.046, -2.100], [-2.970, 0.437, -1.831], [-5.990, 0.502, 0.106], [0.290, 0.531, 2.341]],
  "forces_ev_per_angstrom": [[-2.2, 2.9, 1.1], [-3.1, -1.1, -2.6], [-3.4, -1.6, -0.9], [-1.2, 0.1, -0.2], [0.5, 0.4, 0.9], [-0.8, 0.2, -1.2], [-5.1, 1.7, 0.0], [0.0, -2.1, 1.4], [1.5, -0.7, 1.3], [-1.6, -0.9, -1.4], [0.1, 1.7, -4.7], [2.7, -6.5, 0.7], [0.9, 1.5, 0.8], [0.5, 0.0, 3.8], [0.0, 0.4, 0.5], [2.2, 0.2, -2.6], [0.0, 0.3, -0.7], [0.1, -1.6, -0.2], [3.9, 1.1, 2.1], [0.5, 0.2, 0.4], [-0.1, -0.6, -0.1], [0.3, 0.7, 0.2], [0.9, -0.7, -0.2], [0.2, 0.6, 0.1], [-0.7, 0.3, -0.2], [0.2, -0.2, -0.5], [-0.2, 0.7, 0.4], [1.1, -0.7, 1.4], [1.3, 0.1, -1.8], [3.0, 1.5, 0.7], [0.6, 0.0, -0.2], [-0.5, 0.4, -1.2], [0.2, 0.2, 0.7], [1.4, -1.7, 2.6], [-0.1, -0.3, 0.7], [-2.1, 3.9, -0.6], [-1.3, -0.6, -0.4]]
}

[4]
{
  "formula": "C4H6N2",
  "method": "ωB97M-V with the def2-TZVPD basis set",
  "smiles": "Cc1cn[nH]c1",
  "lumo_energy_ha": 0.0383,
  "orbital_gap_ev": 10.079,
  "elements": ["C", "C", "C", "N", "N", "C", "H", "H", "H", "H", "H", "H"],
  "positions_angstrom": [[-1.709, -0.350, 0.049], [-0.270, 0.042, -0.059], [0.338, 1.291, 0.207], [1.661, 1.221, 0.181], [1.914, -0.057, -0.117], [0.796, -0.801, -0.278], [-2.382, 0.494, -0.102], [-1.980, -1.119, -0.678], [-1.924, -0.739, 1.050], [-0.146, 2.238, 0.420], [2.870, -0.370, -0.132], [0.833, -1.850, -0.542]],
  "forces_ev_per_angstrom": [[-0.2, 0.0, 0.0], [0.1, -0.1, 0.1], [-0.1, 0.0, 0.1], [-0.2, -0.1, 0.0], [0.2, -0.1, 0.0], [0.0, 0.0, 0.0], [0.1, 0.1, -0.1], [0.1, 0.0, 0.1], [0.0, 0.0, -0.1], [0.1, -0.2, 0.0], [-0.1, 0.0, -0.1], [0.0, 0.2, 0.1]]
}

[5]
{
  "formula": "C3H10NO2",
  "method": "ωB97M-V with the def2-TZVPD basis set",
  "lumo_energy_ha": 0.1384,
  "total_charge": -1,
  "orbital_gap_ev": 6.978,
  "elements": ["C", "O", "C", "C", "N", "H", "H", "H", "H", "H", "H", "H", "H", "H", "H", "O"],
  "positions_angstrom": [[-0.143, 1.131, -0.680], [1.411, 1.912, -0.868], [0.280, -0.331, -0.604], [1.180, -0.616, 0.608], [-0.810, -1.326, -0.623], [-0.551, 1.371, -1.655], [-0.932, 1.306, 0.069], [0.868, -0.507, -1.509], [0.614, -0.290, 1.484], [1.429, -1.663, 0.763], [2.087, -0.032, 0.457], [-1.507, -1.010, -1.295], [-1.273, -1.217, 0.350], [0.650, 2.105, -0.308], [-1.570, 0.059, 1.906], [-1.732, -0.892, 1.905]],
  "forces_ev_per_angstrom": [[0.1, -3.6, -2.8], [-1.4, -1.1, -0.5], [0.4, -1.6, -0.5], [-0.3, 0.9, -0.2], [-0.3, 1.1, 0.6], [-0.1, 0.0, 0.0], [1.0, 1.0, 0.7], [0.2, 0.2, -0.1], [0.3, -0.1, 0.2], [-0.2, -0.1, -0.4], [0.1, 0.0, 0.4], [-0.1, -0.1, -0.1], [0.0, -0.4, -0.2], [0.5, 3.6, 2.7], [-0.1, 0.1, 0.2], [-0.1, 0.1, -0.2]]
}

[6]
{
  "formula": "C11H20N2O5",
  "method": "ωB97M-V with the def2-TZVPD basis set",
  "smiles": "CC[C@H](C)[C@H](N)C(=O)N[C@@H](CCC(=O)O)C(=O)O",
  "lumo_energy_ha": 0.0125,
  "orbital_gap_ev": 10.202,
  "elements": ["C", "C", "C", "C", "C", "N", "C", "O", "N", "C", "C", "C", "C", "O", "O", "C", "O", "O", "H", "H", "H", "H", "H", "H", "H", "H", "H", "H", "H", "H", "H", "H", "H", "H", "H", "H", "H", "H"],
  "positions_angstrom": [[-3.866, -1.697, -0.811], [-2.398, -1.581, -0.762], [-1.879, -0.610, 0.298], [-2.548, 0.746, 0.204], [-0.355, -0.547, 0.236], [0.383, -1.831, 0.302], [0.171, 0.207, 1.498], [-0.143, -0.256, 2.584], [0.937, 1.352, 1.403], [1.520, 1.958, 0.230], [2.476, 0.974, -0.518], [3.379, 0.126, 0.414], [3.929, -1.105, -0.292], [5.070, -1.209, -0.624], [3.065, -2.073, -0.552], [0.422, 2.519, -0.671], [0.070, 2.071, -1.735], [-0.126, 3.635, -0.139], [-4.410, -0.784, -1.200], [-4.257, -1.842, 0.227], [-4.230, -2.583, -1.379], [-2.000, -1.283, -1.753], [-2.014, -2.615, -0.590], [-2.102, -1.038, 1.276], [-2.422, 1.167, -0.800], [-2.139, 1.478, 0.947], [-3.653, 0.630, 0.289], [-0.038, -0.025, -0.646], [0.237, -2.243, 1.236], [-0.046, -2.535, -0.331], [1.255, 1.755, 2.283], [2.151, 2.771, 0.590], [3.166, 1.576, -1.143], [1.898, 0.326, -1.167], [4.266, 0.656, 0.825], [2.833, -0.283, 1.288], [2.178, -1.794, -0.211], [-0.778, 3.987, -0.805]],
  "forces_ev_per_angstrom": [[-2.8, 0.1, 0.4], [1.5, -0.5, -0.8], [0.1, -0.8, 0.2], [-0.4, 0.7, -0.1], [0.9, 0.5, 1.0], [-0.9, -0.9, -0.1], [-0.4, 0.0, 0.3], [0.4, 0.4, -0.3], [-0.5, -0.2, 0.7], [0.8, -1.1, -0.5], [0.6, 0.6, 0.2], [0.1, -0.3, 0.8], [0.1, 0.4, -0.3], [1.0, 0.1, -0.1], [-0.8, 0.1, 0.2], [-0.1, 0.5, -0.6], [0.3, 0.1, 0.6], [-0.5, 0.1, -0.8], [0.7, -1.0, 0.2], [0.2, 0.1, -0.6], [0.4, 0.7, 0.2], [-0.1, -0.1, 0.3], [-0.1, 0.7, 0.1], [-0.2, -0.1, 0.2], [0.3, 0.1, 0.0], [-0.6, -0.6, -0.5], [0.8, 0.2, 0.5], [0.0, 0.1, -0.6], [0.1, 0.4, -0.4], [0.5, 0.8, 0.3], [-0.4, -0.5, -0.2], [-0.3, 0.2, 0.0], [-0.6, -0.3, 0.0], [0.0, 0.0, -0.2], [-0.7, 0.0, -0.4], [0.0, 0.4, -0.4], [-0.2, -0.6, -0.1], [0.7, -0.5, 0.8]]
}

[7]
{
  "formula": "CHN2OS",
  "method": "ωB97M-V with the def2-TZVPD basis set",
  "lumo_energy_ha": [0.1360, 0.1375],
  "total_charge": -1,
  "orbital_gap_ev": [5.823, 5.380],
  "elements": ["C", "N", "N", "O", "S", "H"],
  "positions_angstrom": [[-1.416, 0.024, -0.173], [1.692, 0.243, 0.079], [0.882, -0.665, -0.116], [-1.947, -1.053, -0.074], [-1.752, 1.577, -0.165], [2.542, -0.125, 0.449]],
  "forces_ev_per_angstrom": [[-0.4, -3.7, 0.3], [-2.9, 0.2, -0.6], [-0.3, 1.1, 0.3], [1.4, 1.4, -0.3], [0.4, 1.8, -0.1], [1.9, -0.9, 0.4]]
}

[8]
{
  "formula": "C2H2ClO2",
  "method": "ωB97M-V with the def2-TZVPD basis set",
  "lumo_energy_ha": -0.2259,
  "total_charge": 1,
  "orbital_gap_ev": 11.305,
  "elements": ["C", "C", "O", "O", "Cl", "H", "H"],
  "positions_angstrom": [[-1.183, 0.317, -0.030], [1.298, -0.399, -0.095], [0.863, -1.469, -0.157], [-0.055, 0.715, 0.182], [2.621, 0.546, -0.021], [-1.906, 1.020, 0.268], [-1.638, -0.730, -0.147]],
  "forces_ev_per_angstrom": [[-1.4, -1.6, 1.7], [-1.5, -1.1, 0.5], [1.2, 0.8, -0.3], [1.5, -0.2, -0.9], [-0.1, -0.2, -0.1], [-1.3, 1.2, -0.3], [1.6, 0.9, -0.6]]
}

[9]
{
  "formula": "H14O6S2",
  "method": "ωB97M-V with the def2-TZVPD basis set",
  "lumo_energy_ha": [-0.2184, -0.3405],
  "multiplicity": 2,
  "total_charge": 1,
  "orbital_gap_ev": [7.484, 4.161],
  "elements": ["S", "S", "H", "H", "H", "H", "O", "H", "H", "O", "H", "H", "O", "H", "H", "O", "H", "H", "O", "H", "H", "O"],
  "positions_angstrom": [[-0.077, 2.377, -2.801], [-0.301, 4.249, -1.933], [1.284, 2.505, -2.926], [-1.180, 3.913, -0.977], [-1.238, -3.435, 2.005], [-1.304, -2.902, 0.623], [-1.894, -3.160, 1.340], [-0.762, -1.061, 1.929], [-0.873, 0.303, 1.199], [-0.263, -0.406, 1.437], [3.897, -0.840, 0.026], [2.680, -0.108, -0.686], [3.175, -0.935, -0.603], [1.313, 2.419, 0.671], [1.238, 0.981, 0.433], [1.795, 1.751, 0.195], [0.687, -1.601, 0.169], [0.987, -2.344, -1.087], [0.380, -2.381, -0.330], [-2.885, 0.010, -0.231], [-3.714, 0.112, 0.965], [-2.945, 0.552, 0.584]],
  "forces_ev_per_angstrom": [[0.2, 1.3, 1.2], [0.9, -1.2, -0.7], [-0.5, 0.1, -0.3], [-0.5, -0.3, -0.2], [-0.6, -0.2, -0.2], [0.1, -0.1, -0.5], [0.6, 0.2, 0.7], [-0.4, -0.1, 0.0], [-0.5, -0.4, 0.3], [0.8, 0.8, -0.2], [-0.2, 0.4, 0.0], [0.8, -0.1, 0.4], [-0.6, -0.2, -0.5], [0.1, 0.9, 0.5], [0.6, 0.0, 0.0], [-0.9, -1.0, -0.4], [-0.4, -0.5, 0.2], [-0.2, -0.6, 0.2], [0.7, 0.8, -0.5], [0.3, 0.5, 0.4], [-0.1, 0.3, 0.6], [-0.2, -0.7, -1.1]]
}

Q: Which formula does entry 6 have?
A: C11H20N2O5

Q: Number 9 is which compound?
A: H14O6S2